An isolated molecule of H4NP. Source: the OMol25 dataset; level of theory: ωB97M-V/def2-TZVPD.

Results
Charge ... 0
Energy relative to the best compared isomer or geometry (same formula, charge and spin) ... 1.7767 eV
SMILES ... N=[PH3]
HOMO ... -0.333 Eh
Total energy ... -398.4124 Eh

```
6
Properties=species:S:1:pos:R:3:lowdin_charge:R:1
N 0.4245 1.1196 -0.9361 -0.411
P -0.0971 -0.1334 -0.1783 0.581
H -0.5622 1.7073 -0.7698 0.030
H -1.4607 -0.3092 -0.0039 -0.045
H 0.2160 -0.2008 1.0931 -0.083
H 0.2196 -1.3069 -0.6893 -0.071
```



A structure of composition C4H6Cl2O. Source: the OMol25 dataset; level of theory: ωB97M-V/def2-TZVPD.

Results
Charge ... 0
Energy relative to the best compared isomer or geometry (same formula, charge and spin) ... 1.9563 eV
HOMO ... -0.364 Eh
Total energy ... -1151.5570 Eh

```
13
Properties=species:S:1:pos:R:3:lowdin_charge:R:1
C -0.1225 1.4694 0.6272 -0.377
C 1.5839 -0.6422 -0.0735 0.086
C -1.2791 -0.6568 -0.2949 -0.581
C -0.1124 0.3106 -0.2776 -0.795
O -0.6620 1.4724 1.6745 0.077
Cl -1.3308 -1.4730 1.2898 0.601
Cl -0.0722 1.0013 -1.8849 0.689
H 0.5001 2.3144 0.2855 0.117
H 1.3722 -1.0918 0.8723 0.028
H 2.1155 0.1834 0.1078 -0.003
H 1.5363 -1.1567 -1.0100 0.054
H -2.2029 -0.2399 -0.3529 0.035
H -1.3261 -1.4910 -0.9633 0.068
```



A structure of composition C21H28Br2F8N2O5S2. Source: the OMol25 dataset; level of theory: ωB97M-V/def2-TZVPD.

Results
Charge ... 0
HOMO ... -0.285 Eh
Total energy ... -8045.8932 Eh

```
68
Properties=species:S:1:pos:R:3:lowdin_charge:R:1
C 5.5243 2.2494 0.8665 0.028
C 6.0989 1.5258 -0.1079 -0.140
C 6.2136 -0.0013 -0.1211 -0.116
C 4.8995 -0.6721 -0.4251 -0.103
C 3.9018 -0.7376 0.5635 0.099
C 2.6490 -1.2950 0.3584 -0.081
C 1.6668 -1.2456 1.5072 -0.124
C 0.8592 -2.5126 1.7725 -0.180
C 0.1621 -2.4403 3.1253 -0.798
F -0.3889 -1.2017 3.2422 -0.052
Br 1.4437 -2.6522 4.5717 0.876
C -0.9809 -3.5350 3.2407 -0.913
F -0.7625 -4.3828 4.2519 -0.008
F -1.0171 -4.2670 2.1077 0.029
Br -2.7284 -2.7520 3.5191 0.876
C 2.3865 -1.8254 -0.9132 -0.103
C 1.0942 -2.4511 -1.3462 -0.102
C -0.0926 -1.4771 -1.2903 -0.168
C -1.4431 -2.2242 -1.1964 -0.199
C -2.4085 -1.8491 -2.3199 -0.199
C -2.7959 -0.3594 -2.1874 -0.214
C -4.1114 -0.1736 -1.4279 -0.163
C -4.3068 1.3125 -1.0344 -0.226
O -4.4618 1.4655 0.3584 -0.171
C -3.2436 1.3036 1.0540 -0.099
N 3.3579 -1.7596 -1.8357 0.210
C 4.5737 -1.2085 -1.6427 -0.034
C 5.5031 -1.2118 -2.8398 -0.547
F 6.6023 -1.9374 -2.6158 0.182
F 4.8758 -1.6956 -3.9254 0.161
F 5.8866 0.0455 -3.1116 0.177
H 4.5448 2.0236 1.2825 0.062
H 5.9986 3.1471 1.2477 0.069
H 6.5168 2.0308 -0.9747 0.105
H 6.9921 -0.2708 -0.8264 0.110
H 6.5232 -0.3001 0.8769 0.129
H 4.1470 -0.2978 1.5220 0.139
H 1.0167 -0.3803 1.3730 0.138
H 2.2529 -1.0357 2.4030 0.093
H 1.4615 -3.4170 1.6995 0.138
H 0.0546 -2.6120 1.0450 0.091
H 0.9022 -3.3309 -0.7337 0.121
H 1.2093 -2.8093 -2.3730 0.131
H 0.0211 -0.8680 -0.3945 0.097
H -0.0921 -0.8065 -2.1480 0.125
H -1.2656 -3.3039 -1.2374 0.112
H -1.9204 -2.0280 -0.2341 0.110
H -1.9965 -2.0886 -3.3024 0.109
H -3.3047 -2.4601 -2.1903 0.112
H -2.0185 0.1368 -1.6035 0.083
H -2.8506 0.0805 -3.1830 0.119
H -4.9245 -0.5234 -2.0648 0.113
H -4.0836 -0.7668 -0.5113 0.112
H -3.4181 1.8643 -1.3578 0.116
H -5.1785 1.7136 -1.5432 0.125
H -2.3850 1.1964 0.3846 0.074
H -3.2904 0.4490 1.7369 0.073
H -3.0734 2.2035 1.6501 0.092
H 3.1449 -2.1302 -2.7553 0.179
N -5.4346 5.5490 1.7380 -0.311
S -3.9992 6.1770 1.9906 0.476
O -3.8502 7.5345 1.5787 -0.291
O -2.8990 5.2861 1.7755 -0.311
F -4.1053 6.2687 3.5725 -0.197
S -5.8273 5.3310 0.2325 0.463
O -7.2221 5.0721 0.0793 -0.297
O -4.9218 4.5445 -0.5470 -0.303
F -5.6811 6.7863 -0.4063 -0.202
```



An isolated molecule of C3H6N2O2. Source: the OMol25 dataset; level of theory: ωB97M-V/def2-TZVPD.

Results
Charge ... 0
Energy relative to the best compared isomer or geometry (same formula, charge and spin) ... 5.6133 eV
SMILES ... CO[C@]12NO[C@H]1N2
HOMO ... -0.350 Eh
Total energy ... -377.7531 Eh

```
13
Properties=species:S:1:pos:R:3:lowdin_charge:R:1
C -1.7318 -0.3801 -0.9539 -0.067
O -1.2721 -0.0763 0.3595 -0.045
C 0.0594 0.1215 0.4474 -0.540
N 0.7511 1.0110 -0.4963 0.108
O 1.9957 0.2856 -0.2626 -0.060
C 1.3124 -0.6502 0.5579 -0.215
N 0.7142 -0.0117 1.7104 0.158
H -2.6926 -0.8850 -0.8425 0.090
H -1.0303 -1.0370 -1.4773 0.096
H -1.8644 0.5332 -1.5404 0.088
H 0.8811 1.9529 -0.1165 0.122
H 1.6605 -1.6754 0.5751 0.149
H 1.2168 0.8118 2.0393 0.115
```



A cluster of 13 separate species, C48H130F3N11O14 in total. Source: the OMol25 dataset; level of theory: ωB97M-V/def2-TZVPD.

Results
Charge ... 0
Energy relative to the best compared isomer or geometry (same formula, charge and spin) ... 0.6244 eV
HOMO ... -0.301 Eh
Total energy ... -3861.7116 Eh

```
206
Properties=species:S:1:pos:R:3:lowdin_charge:R:1
O -1.6833 3.3857 -1.8356 0.264
H -2.2622 3.3801 -1.0698 0.076
H -1.0396 4.0968 -1.7955 0.146
H -1.2333 2.5413 -1.9134 0.066
C -0.4188 -0.0982 -0.7059 -0.383
O 0.1680 0.5063 0.5220 -0.123
O -0.5810 0.9241 -1.6024 -0.207
C 0.2737 -1.3922 -1.0734 -0.596
F 0.1966 -2.2603 -0.0543 0.132
F -0.2349 -1.9882 -2.1626 0.144
F 1.5419 -1.1962 -1.3673 0.146
C -0.5937 0.6120 1.7386 -0.236
C 0.2173 1.5238 2.6633 -0.069
H 1.2233 1.1338 2.8182 0.053
H 0.3497 2.4761 2.1498 0.033
H -0.2133 1.7312 3.6429 0.057
H -0.7989 -0.3864 2.1250 0.110
H -1.5529 1.1109 1.6004 0.087
H -1.4020 -0.4074 -0.3513 0.131
C 2.9819 3.2615 4.2595 -0.040
C 3.7568 3.1859 5.5636 -0.422
C 4.8357 2.0755 5.6279 -0.205
O 4.2719 0.7845 5.5364 -0.203
C 3.6642 0.2296 6.7561 -0.061
N 4.4722 4.4396 5.7117 0.027
H 3.6842 3.5246 3.4685 0.075
H 2.1454 3.9593 4.2944 0.056
H 2.5797 2.2941 3.9588 0.064
H 3.1007 3.1359 6.4326 0.124
H 5.4713 2.0665 6.5133 0.120
H 5.5391 2.1887 4.8029 0.128
H 4.4690 -0.0193 7.4479 0.080
H 2.9246 -0.5578 6.6115 0.086
H 3.1471 0.9788 7.3557 0.067
H 5.2798 4.3900 6.3162 0.067
H 4.8810 4.5974 4.8017 0.060
C 4.5331 -0.8622 -2.4818 -0.058
C 4.3132 -0.9207 -3.9787 -0.418
C 5.5430 -1.4166 -4.7462 -0.196
O 6.6753 -0.5253 -4.7844 -0.203
C 7.9108 -1.1165 -5.2390 -0.097
N 3.2449 -1.9353 -4.2038 0.076
H 3.6292 -0.5487 -1.9595 0.052
H 5.3068 -0.1638 -2.1630 0.080
H 4.7688 -1.8444 -2.0719 0.075
H 4.1253 0.0896 -4.3421 0.123
H 5.3431 -1.5394 -5.8107 0.120
H 5.8021 -2.4049 -4.3666 0.112
H 7.8773 -1.3540 -6.3023 0.082
H 8.2317 -1.9289 -4.5870 0.084
H 8.6923 -0.3624 -5.1453 0.080
H 3.0263 -1.9077 -5.1894 0.075
H 2.4527 -1.4885 -3.7648 0.034
C 1.8329 -5.6202 2.7357 -0.057
C 1.0915 -4.7969 3.7732 -0.420
C 1.2243 -3.2809 3.3975 -0.227
O 2.5593 -2.8800 3.3689 -0.191
C 2.6859 -1.6223 2.6438 -0.048
N -0.3229 -5.0958 3.8953 0.054
H 1.2319 -5.6241 1.8264 0.054
H 1.8863 -6.6732 3.0125 0.079
H 2.7797 -5.2756 2.3198 0.081
H 1.5920 -4.9306 4.7322 0.134
H 0.6304 -2.6461 4.0550 0.119
H 0.9000 -3.1278 2.3682 0.100
H 2.0586 -0.8711 3.1238 0.067
H 2.3047 -1.8462 1.6474 0.071
H 3.7028 -1.2349 2.5818 0.093
H -0.2913 -6.1050 3.8679 0.068
H -0.7900 -4.8737 3.0277 0.033
C -1.4707 6.8220 3.3634 -0.038
C -0.4108 5.7920 3.9514 -0.391
C -0.9498 4.8276 4.9971 -0.187
O 0.0168 4.6038 6.0251 -0.213
C -0.2543 3.5137 6.8886 -0.088
N 0.1650 5.1087 2.8124 0.054
H -2.1807 6.3800 2.6644 0.041
H -1.0006 7.5630 2.7169 0.072
H -1.9214 7.4515 4.1306 0.079
H 0.2781 6.4741 4.4497 0.138
H -1.2903 3.8825 4.5742 0.101
H -1.7916 5.2544 5.5425 0.125
H -1.3394 3.4575 6.9748 0.081
H 0.2993 3.6103 7.8225 0.092
H 0.1214 2.6465 6.3455 0.079
H 0.4869 5.8798 2.2451 0.085
H 1.0218 4.7251 3.1848 0.042
C -3.8634 5.2677 0.4774 -0.053
C -3.3802 4.0400 1.2253 -0.422
C -4.1811 2.7566 0.8533 -0.199
O -4.1414 2.4806 -0.5147 -0.197
C -4.7287 1.2243 -0.9059 -0.035
N -1.9765 3.9290 0.9019 0.065
H -4.9252 5.3462 0.7106 0.088
H -3.7568 5.1603 -0.6020 0.075
H -3.3057 6.1883 0.6492 0.073
H -3.4302 4.2310 2.2972 0.131
H -5.1671 2.9427 1.2791 0.128
H -3.7873 1.8880 1.3811 0.099
H -4.7960 1.1846 -1.9931 0.081
H -5.7163 1.1185 -0.4570 0.096
H -4.0663 0.4328 -0.5553 0.087
H -1.5287 4.7125 1.3556 0.042
H -1.6313 3.1819 1.4874 0.052
C -1.2257 -5.8522 -2.0583 -0.047
C -1.1184 -5.4916 -0.5343 -0.415
C -2.4684 -4.9752 -0.0125 -0.168
O -2.3942 -4.7588 1.4025 -0.248
C -3.1379 -3.6744 1.9583 -0.084
N -0.7940 -6.7219 0.1201 0.037
H -2.0971 -6.4632 -2.2938 0.069
H -0.4162 -6.4412 -2.4893 0.070
H -1.3913 -4.9857 -2.6984 0.064
H -0.2723 -4.8446 -0.3031 0.108
H -3.2535 -5.7205 -0.1396 0.130
H -2.7152 -4.0221 -0.4804 0.111
H -3.0661 -3.6599 3.0458 0.078
H -4.1901 -3.8641 1.7461 0.094
H -2.6506 -2.8005 1.5260 0.084
H -0.9703 -6.4267 1.0698 0.044
H -1.4964 -7.4418 0.0280 0.077
C 0.7610 1.2650 -6.5208 -0.046
C 0.1664 1.3522 -5.0916 -0.424
C -1.3436 1.5311 -5.1583 -0.216
O -1.6794 2.8325 -5.6097 -0.186
C -3.1052 3.0910 -5.5882 -0.086
N 0.4364 0.0997 -4.3911 0.052
H 0.3401 2.0285 -7.1751 0.071
H 0.5235 0.3011 -6.9709 0.074
H 1.8471 1.2800 -6.4298 0.065
H 0.6456 2.1065 -4.4674 0.131
H -1.6200 1.5176 -4.1040 0.094
H -1.8595 0.7038 -5.6457 0.135
H -3.4792 2.8783 -4.5867 0.066
H -3.6885 2.5140 -6.3058 0.084
H -3.2261 4.1632 -5.7427 0.085
H -0.0446 0.1811 -3.5067 0.017
H 1.3429 0.3131 -4.0002 0.050
C 5.1291 -5.9092 -4.7634 -0.074
C 4.2299 -6.2342 -3.5894 -0.420
C 3.4772 -5.0011 -3.0350 -0.189
O 3.0309 -5.1791 -1.6821 -0.176
C 2.3523 -4.0974 -1.1415 -0.128
N 3.2835 -7.2352 -4.0672 0.022
H 5.5396 -6.8280 -5.1825 0.078
H 5.9539 -5.2906 -4.4097 0.069
H 4.6236 -5.3453 -5.5473 0.080
H 4.8088 -6.6475 -2.7635 0.138
H 2.6379 -4.6595 -3.6407 0.122
H 4.2761 -4.2601 -3.0063 0.095
H 1.3571 -4.0449 -1.5831 0.067
H 2.8937 -3.1917 -1.4148 0.065
H 2.2058 -4.0737 -0.0617 0.079
H 2.9507 -7.1263 -5.0145 0.063
H 2.4628 -7.3754 -3.4955 0.062
C 3.2660 2.5395 0.4871 -0.039
C 2.5619 3.5322 -0.4521 -0.395
C 2.9740 3.3328 -1.8819 -0.246
O 4.2626 3.7771 -2.0846 -0.191
C 4.8509 3.5391 -3.3928 -0.060
N 1.1178 3.4093 -0.1952 0.067
H 2.8670 1.5361 0.3383 0.082
H 3.0860 2.9388 1.4852 0.046
H 4.3510 2.5218 0.3846 0.083
H 2.8804 4.5118 -0.0956 0.135
H 2.4385 3.9561 -2.5981 0.121
H 2.8792 2.2951 -2.2017 0.124
H 4.1052 3.6286 -4.1828 0.076
H 5.2509 2.5352 -3.5354 0.077
H 5.5580 4.3472 -3.5797 0.088
H 0.7215 2.5445 -0.5347 0.034
H 1.0710 3.1472 0.7791 0.010
C -7.2244 -1.7728 -5.1211 -0.067
C -6.4657 -0.4834 -4.7433 -0.442
C -4.9844 -0.6347 -4.4955 -0.206
O -4.8803 -1.3239 -3.2805 -0.162
C -3.5525 -1.3756 -2.8965 -0.144
N -6.7664 0.3622 -5.8876 0.026
H -7.3368 -2.4005 -4.2370 0.074
H -6.6675 -2.3258 -5.8775 0.079
H -8.2247 -1.7142 -5.5502 0.071
H -6.9860 -0.1333 -3.8518 0.132
H -4.6558 0.4046 -4.4851 0.114
H -4.5776 -1.3085 -5.2495 0.139
H -3.3755 -1.9669 -1.9981 0.078
H -3.0446 -0.4425 -2.6528 0.070
H -2.9488 -1.9333 -3.6125 0.095
H -6.5317 1.3071 -5.6187 0.062
H -7.7613 0.3529 -6.0611 0.066
C -2.8423 1.2822 4.4699 -0.037
C -3.8171 0.2571 5.0661 -0.412
C -4.1782 -0.8841 4.0495 -0.183
O -5.0974 -0.4373 3.0646 -0.203
C -6.4156 -0.1152 3.5078 -0.102
N -3.2436 -0.3352 6.2549 0.033
H -1.8638 0.8859 4.1987 0.054
H -2.7270 2.0685 5.2159 0.067
H -3.2465 1.7483 3.5713 0.064
H -4.7328 0.7405 5.4065 0.123
H -4.6611 -1.7604 4.4821 0.119
H -3.2826 -1.2429 3.5424 0.107
H -6.9616 0.2930 2.6573 0.085
H -6.5163 0.5868 4.3356 0.074
H -6.9795 -0.9837 3.8482 0.084
H -2.4685 -0.9358 6.0130 0.072
H -3.9059 -0.9581 6.6948 0.072
```



A cluster of 2 separate species, C2H3IN2S in total. Source: the OMol25 dataset; level of theory: ωB97M-V/def2-TZVPD.

Results
Charge ... 0
⟨S²⟩ ... 2.102
Energy relative to the best compared isomer or geometry (same formula, charge and spin) ... 5.3748 eV
Multiplicity ... 3
HOMO (spin up / spin down) ... -0.277 / -0.319 Eh
Total energy ... -883.1258 Eh

```
9
Properties=species:S:1:pos:R:3:lowdin_charge:R:1
C 0.5609 -1.0143 -1.2077 -0.499
C -0.6212 0.8494 0.4867 -0.504
N 0.5552 -1.7116 -2.2323 0.066
N -1.7596 1.6597 2.0366 -0.682
S -1.0401 -0.2274 -0.7033 0.863
I -0.7537 2.4626 3.4648 0.661
H 1.2871 -0.7642 -0.3330 0.098
H 0.4400 0.9334 0.9086 -0.002
H 1.3314 -2.1875 -2.4204 -0.001
```